C20H60BaBrN3O19 | wB97M-V/def2-TZVPD

The value obtained for the total energy is -4991.0846 Eh. As for the charge: -2. The HOMO energy is -2.9 eV. For the molar mass, the calculation gives 863.93 g mol⁻¹. The calculation puts the gap between HOMO and LUMO at 6.21 eV.

Structure (XYZ):
```
104
Properties=species:S:1:pos:R:3:forces:R:3
C -1.277755 3.830670 0.407225 0.67 -0.98 -1.32
H -7.180542 2.018176 -1.990857 -0.07 0.22 -0.01
O -0.870325 2.590413 1.006467 -0.49 1.58 -0.37
O 0.475674 -1.583554 2.730707 -4.11 2.60 -0.29
H 4.078742 -4.730099 0.362814 -0.37 -0.15 0.00
C -2.091431 -0.284102 -2.456017 -1.08 -2.11 -1.90
O 2.135387 -2.382947 1.695106 0.48 0.54 -2.20
H 3.420613 5.758283 -0.548649 -0.23 0.06 -0.71
H 1.259130 -5.028979 -0.386652 -0.46 0.26 -0.09
H 3.616073 -4.755892 -1.967307 0.04 0.15 -0.48
C 2.617324 5.171050 -0.103685 -0.41 0.31 0.09
H -0.280052 2.130674 -3.706697 0.30 0.12 0.24
C 0.371684 -6.185566 1.908356 -0.03 -0.20 0.08
H 2.681434 5.541706 0.919358 -0.39 -0.59 0.41
H 3.328091 -2.779382 0.401734 -0.37 0.67 0.37
O 4.354530 0.162285 0.837359 -0.59 0.04 -1.04
O -2.043509 0.388564 -1.258041 -1.11 0.72 0.55
H -7.166275 2.046874 -0.201818 0.38 0.54 0.06
H 3.168318 3.512158 -1.307197 0.41 -0.09 -0.18
H 0.767231 -6.953747 2.572846 0.15 -0.04 0.12
C -1.017060 3.657304 -1.134081 -0.04 1.00 1.92
H -3.863679 1.085516 2.361614 0.38 -0.08 0.18
H -1.019417 -4.578559 -1.268926 -1.15 0.50 0.26
H -4.110509 0.256292 -3.223852 -0.06 0.07 -0.29
O -1.307744 -4.287284 2.075505 0.61 -0.63 -0.46
O -1.029202 1.050044 3.371506 0.70 -2.82 -3.77
O 1.867709 -2.797784 3.723157 0.17 -0.71 1.93
C -4.554376 0.249914 2.248465 0.08 0.85 -0.82
H -1.559667 0.305559 -3.202758 -0.17 -0.18 -0.36
H 3.549509 3.163411 1.431232 0.12 -0.60 0.89
H -1.335132 3.531939 -3.711642 -0.29 -0.09 -0.15
H -4.501246 -1.621238 1.092383 0.31 -0.50 0.18
N -1.339833 1.796736 4.262429 0.72 0.45 0.72
O 1.919593 1.298732 1.880595 -1.07 -0.12 -2.82
C 1.037914 -4.447432 -1.281622 -0.38 2.19 -1.34
H -1.372468 2.290159 -5.022008 -0.22 0.23 -0.23
O 3.978600 -2.756731 -0.303910 0.26 -0.98 -0.50
H 1.613835 5.374782 -0.477311 0.03 0.61 -0.36
H -0.795946 -3.320432 0.551310 0.07 -0.16 0.70
H -0.617311 -3.061943 -2.159751 0.61 -0.51 -0.37
H -0.589978 4.601457 -1.472138 -0.63 0.25 -0.51
O 3.443254 2.330401 2.992350 0.17 0.54 -0.43
H -6.094987 0.978694 -1.104141 -0.77 -0.67 0.16
O 3.918965 3.374092 0.570581 1.87 -0.55 0.09
H 1.218793 -5.612930 1.530736 -0.27 0.20 0.14
C 0.289617 3.683329 -5.097397 -0.48 -0.89 1.93
H 6.975455 -0.025689 2.851432 0.09 -0.34 0.19
H 0.697568 4.326166 -4.317386 0.78 0.16 -0.25
C -0.744222 2.876751 -4.351685 -0.27 -0.70 0.30
H -4.590899 2.910129 0.624502 0.07 -0.04 0.14
N 2.490442 1.515317 2.937384 0.74 0.23 3.02
Br 1.667583 0.220604 -1.859505 -0.51 0.11 -0.29
H -5.537772 3.802834 -1.148915 0.62 0.40 -0.29
H -2.348457 3.997734 0.524652 -0.12 -0.10 0.30
H 1.212838 -5.045054 -2.176252 -0.32 -0.32 -0.07
O 2.144841 0.938474 3.949016 -0.15 -0.50 0.62
H -0.953572 2.654016 1.960729 -0.16 -0.26 0.70
C 5.144834 -0.539994 1.725228 0.73 -0.13 -0.22
C -5.255873 2.752873 -1.227873 -0.92 0.90 1.47
O -0.679745 1.796622 5.260782 0.88 0.37 3.00
O -4.394993 2.377783 -0.149979 0.21 0.09 -0.53
C 4.599357 -4.027518 -0.287925 0.36 0.51 -0.39
H 2.033772 3.040003 -0.150457 -0.33 0.07 0.46
C -6.554216 1.967227 -1.100225 0.94 -1.51 -1.05
O -2.585988 -0.890143 1.660235 0.12 -1.45 -0.21
C 6.300558 0.379790 2.097641 0.04 -0.27 0.81
H -4.755405 -0.086596 3.265543 -0.04 -0.51 -0.18
H -1.606176 -3.738548 2.804496 0.23 0.26 -0.09
H -2.021945 3.421757 -1.484548 0.51 -0.12 -0.96
H -2.660298 -1.374037 2.486015 0.66 0.16 0.34
C 4.667183 -4.619742 -1.712887 -0.80 -0.10 1.08
C -3.591641 -0.644232 -2.895332 1.33 0.56 0.36
N 1.478923 -2.215003 2.719516 2.95 -2.91 0.59
H 5.152319 -3.988406 -2.457305 0.09 -0.04 0.21
C 2.904341 3.685993 -0.264020 -0.90 0.86 -0.89
H 1.025574 2.970038 -5.468468 0.20 0.55 -0.40
H 6.899548 0.549895 1.203007 -0.16 0.38 -0.03
Ba -0.268925 0.082897 0.674510 1.94 -0.68 0.92
H -0.901529 5.085357 -5.804214 0.10 -0.18 0.40
H -0.330816 -5.037308 3.666820 0.49 -0.60 0.05
H -0.136223 -6.742500 1.120989 0.18 0.21 -0.37
O -2.273453 2.560224 4.087986 -2.60 2.17 -0.23
H -1.525603 -6.101999 2.826180 0.26 -0.54 0.63
H 5.884399 1.292042 2.525094 0.13 0.22 -0.31
C -3.900832 -0.722535 1.233592 -1.46 1.82 0.61
O -0.429970 -2.819794 -0.181507 -0.64 -0.24 -0.88
H 5.548899 -1.378447 1.157930 0.02 -0.29 0.01
H 5.067350 -5.632546 -1.666095 0.46 0.01 -0.17
H -0.211303 2.960327 -1.364466 -0.43 -0.57 0.18
H 1.743745 -3.623023 -1.382805 0.42 -0.13 0.41
O -0.286809 4.417286 -6.116303 -0.06 0.73 -1.94
H -5.422699 0.756613 1.827327 -0.50 -0.44 0.04
H -4.195994 -1.062536 -2.090423 0.33 -0.06 0.33
C -0.373818 -3.701335 -1.311231 1.77 -1.23 1.26
H -3.875532 -0.216480 0.268520 0.09 -0.05 0.09
H 5.570476 -3.907549 0.192305 0.53 -0.12 -0.22
H 4.573015 -0.977537 2.543571 0.05 0.23 0.39
H -0.774096 4.713963 0.799929 0.40 -0.28 0.28
H 3.627053 0.619609 1.265415 -0.10 0.07 -0.08
H -1.582081 -1.243276 -2.362965 0.27 0.22 0.15
C -0.659158 -5.450420 2.713073 -1.52 1.40 0.04
H -4.694531 2.553409 -2.140673 -0.36 0.01 -0.13
H -3.579676 -1.395224 -3.685234 0.05 0.22 -0.19
H -2.799400 0.971127 -1.362119 0.04 0.78 0.98
```
Forces are in eV/Å.

Löwdin population analysis, charges in e, atoms 1 to 6:
1. C -0.247
2. H 0.069
3. O -0.278
4. O -0.144
5. H 0.102
6. C -0.302